No. 1
DFT (wB97M-V/def2-TZVPD) results for a structure of composition C20H16O3PPtS3 in a non-equilibrium geometry.

Values from the calculation:
Frontier orbital gap = 6.73 eV
Relative energy (zero: lowest compared OMol25 entry of this formula, charge and spin) = 25.9 kcal per mole
Net charge = -1
HOMO = -4.22 eV
LUMO = 2.51 eV

CARTESIAN COORDINATES (ANGSTROEM)
Pt  -3.4007  0.1136  -0.7873
S  -3.3021  -3.7518  1.6108
C  -3.5161  -2.3596  0.7465
S  -3.9950  -0.8670  1.4557
S  -3.2548  -2.2573  -0.9656
O  -0.9917  0.4619  -1.6457
P  0.0702  0.2091  -0.6501
C  0.0936  1.3730  0.7562
C  1.2213  2.1160  1.0808
C  1.2147  2.9437  2.1891
C  0.0784  3.0373  2.9754
C  -1.0567  2.3154  2.6389
C  -1.0542  1.4852  1.5317
C  0.0436  -1.4623  0.0660
C  -0.2192  -2.5036  -0.8162
C  -0.2824  -3.8014  -0.3461
C  -0.0560  -4.0625  0.9941
C  0.2484  -3.0301  1.8658
C  0.2905  -1.7259  1.4066
C  1.7170  0.3296  -1.4180
C  1.8153  0.9167  -2.6691
C  3.0520  1.0404  -3.2787
C  4.1901  0.5776  -2.6373
C  4.0888  -0.0211  -1.3897
C  2.8537  -0.1506  -0.7814
H  2.1111  2.0490  0.4712
H  2.1046  3.5014  2.4451
H  0.0767  3.6667  3.8547
H  -1.9437  2.3874  3.2503
H  -1.9477  0.9354  1.2531
H  -0.3994  -2.2804  -1.8590
H  -0.5420  -4.6056  -1.0164
H  -0.1394  -5.0722  1.3642
H  0.4240  -3.2431  2.9102
H  0.4973  -0.9088  2.0845
H  0.9090  1.2631  -3.1447
H  3.1318  1.4923  -4.2570
H  5.1572  0.6730  -3.1150
H  4.9739  -0.3924  -0.8917
H  2.7616  -0.6227  0.1868
O  -4.7638  1.5820  -1.9372
C  -4.2574  2.5675  -1.3660
O  -3.3742  2.5028  -0.5020
H  -4.6275  3.5783  -1.6642


No. 2
DFT (wB97M-V/def2-TZVPD) results for a cluster of 5 separate species, C20H17Br6F3 in total in a non-equilibrium geometry.

Values from the calculation:
Frontier orbital gap = 8.25 eV
Relative energy (zero: lowest compared OMol25 entry of this formula, charge and spin) = 52.1 kcal per mole
Net charge = 0
HOMO = -8.99 eV
LUMO = -0.74 eV

CARTESIAN COORDINATES (ANGSTROEM)
F  -3.6155  -3.5497  -1.5276
C  -4.4557  -3.7850  -2.4928
C  -5.6130  -4.5175  -2.2707
C  -6.6144  -4.5839  -3.1919
C  -6.3137  -4.0632  -4.4691
C  -5.0589  -3.4603  -4.7348
C  -4.2380  -3.1826  -3.7324
H  -5.8140  -4.7311  -1.2313
H  -7.5461  -5.0901  -2.9866
H  -7.1460  -4.1221  -5.1547
H  -4.8270  -3.0996  -5.7260
H  -3.3062  -2.6711  -3.9232
F  -9.1081  1.7975  5.4313
C  -8.4087  1.4307  4.3397
C  -8.9694  0.4994  3.4260
C  -8.1334  0.2483  2.3322
C  -6.8645  0.7332  2.1861
C  -6.2583  1.5775  3.1269
C  -7.1031  2.0106  4.1388
H  -9.9315  0.0401  3.5987
H  -8.4882  -0.5011  1.6401
H  -6.3295  0.3653  1.3231
H  -5.3704  2.1272  2.8514
H  -6.5991  2.6966  4.8035
F  8.0201  1.8585  -0.5858
C  9.1022  1.1562  -0.8380
C  9.7366  1.4169  -2.0599
C  10.9878  0.7683  -2.2241
C  11.5726  0.0356  -1.2570
C  10.9076  -0.0811  -0.0352
C  9.6483  0.3784  0.1437
H  9.2497  1.9718  -2.8482
H  11.5290  0.9628  -3.1383
H  12.5740  -0.3616  -1.3334
H  11.3351  -0.6693  0.7634
H  9.1783  0.1820  1.0961
C  1.7161  0.4937  -0.6939
Br  -0.0512  0.6528  0.2142
Br  1.5568  0.4710  -2.6751
Br  2.7069  -1.1706  -0.0764
H  2.2058  1.4474  -0.4968
C  4.7963  4.9117  3.7974
Br  6.1827  6.0048  2.6926
Br  5.3648  3.0113  3.9899
Br  2.9844  5.0724  2.9990
H  4.8085  5.3179  4.8088


No. 3
DFT (wB97M-V/def2-TZVPD) results for an isolated molecule of C20H17Cl2FO3 in a non-equilibrium geometry.

Values from the calculation:
Frontier orbital gap = 8.80 eV
Relative energy (zero: lowest compared OMol25 entry of this formula, charge and spin) = 0.0 kcal per mole
Net charge = 0
HOMO = -8.68 eV
LUMO = 0.13 eV

CARTESIAN COORDINATES (ANGSTROEM)
O  -1.5133  0.1787  -3.1663
F  -3.3266  -0.0279  2.8757
Cl  4.3678  -4.4881  1.9166
Cl  3.9348  -1.5113  -2.6263
O  0.2076  1.6710  -2.8223
O  -2.2719  3.3796  0.1869
C  -1.0777  1.2079  -2.6561
C  1.6803  -0.1747  -1.2466
C  1.2633  1.0077  -0.6963
C  -0.9541  -0.2993  3.1250
C  4.0396  -2.8637  -0.2336
C  0.2869  -0.7352  2.6746
C  2.3384  -2.6962  1.4967
C  -0.7389  -1.2692  0.5351
C  -2.1161  -0.3591  2.3615
C  3.5437  -3.2359  1.0106
C  3.3687  -1.8816  -0.9819
C  2.2397  -1.2637  -0.4574
C  0.4249  -1.1895  1.3528
C  1.7079  -1.6669  0.8072
C  -1.9884  -0.8475  1.0413
C  -3.2191  -1.0198  0.2102
C  -2.0678  2.0298  -1.8331
C  -0.0931  3.1364  -0.8457
C  0.8161  2.1537  -1.6224
C  -1.4393  2.4611  -0.4958
H  -3.1184  2.9646  0.5106
H  1.5714  -0.2057  -2.3306
H  1.3322  1.2278  0.3758
H  -1.0617  -0.0333  4.2003
H  4.8945  -3.3545  -0.6951
H  1.1586  -0.6145  3.3481
H  1.9094  -3.0547  2.4381
H  -0.6939  -1.6625  -0.4661
H  -3.5881  -0.0330  -0.0694
H  -3.0243  -1.5757  -0.7022
H  -3.9984  -1.5905  0.7772
H  -2.3445  2.9356  -2.4040
H  -2.9734  1.4616  -1.6822
H  0.3566  3.4562  0.0825
H  -0.2594  4.0465  -1.4702
H  1.6692  2.7378  -1.9467
H  -1.2434  1.5980  0.1234